{"formula": "C4H11NSi", "method": "the ωB97M-V functional and the def2-TZVPD basis", "gap_ev": 9.36, "mol_weight_g_mol": 101.2, "e_tot_ev": -13692.3973, "relative_energy_kcal_mol": 52.6, "homo_ev": -8.4325, "species": ["C", "C", "C", "C", "N", "Si", "H", "H", "H", "H", "H", "H", "H", "H", "H", "H", "H"], "positions_angstrom": [[-2.7133, 0.0133, 0.0580], [-1.8277, 0.1086, 1.0417], [0.7886, 1.4338, -1.0639], [0.8956, -1.7481, -0.3876], [1.5767, 0.4673, 1.5012], [0.5157, 0.0446, 0.1974], [-3.8114, -0.1323, 0.1405], [-2.5203, -0.0261, -1.0712], [-1.9169, 0.1730, 2.0684], [1.8505, 1.5783, -1.1881], [0.5848, 1.1942, -2.1307], [0.1170, 2.2450, -0.8807], [1.5758, -1.7816, -1.2078], [1.2194, -2.3042, 0.3910], [0.1520, -2.2802, -0.9262], [1.1581, 0.9057, 2.2817], [2.1925, -0.2413, 1.7728]], "forces_ev_per_a": [[-1.015, -0.480, -1.305], [3.668, -0.070, -4.318], [-0.649, -1.960, -1.706], [-1.014, 2.841, -2.008], [-0.810, 0.185, -1.235], [-2.489, 0.004, 0.390], [0.558, 0.347, 0.701], [0.540, 0.110, 1.751], [-0.727, -0.045, 1.872], [0.409, 0.849, 0.858], [-0.528, -0.448, 0.536], [0.281, 0.986, 0.494], [1.523, 0.479, -0.270], [1.129, -1.907, 2.487], [-1.685, -0.290, 0.201], [-0.246, 0.471, 0.846], [1.054, -1.071, 0.708]], "nbo_charge": [-0.45, -0.44, -1.14, -1.11, -1.30, 1.66, 0.18, 0.19, 0.18, 0.25, 0.24, 0.25, 0.24, 0.23, 0.25, 0.39, 0.38]}



{"formula": "C15H11CeCl3N5S", "method": "the ωB97M-V functional and the def2-TZVPD basis", "gap_ev": [6.86, 6.93], "mol_weight_g_mol": 539.8, "e_tot_ev": -84500.6261, "homo_ev": [-14.2424, -14.2495], "multiplicity": 2, "s2": 0.751, "total_charge": 2, "species": ["Ce", "N", "C", "S", "N", "N", "C", "C", "C", "C", "C", "C", "C", "C", "C", "C", "C", "C", "N", "H", "H", "H", "H", "H", "H", "H", "H", "H", "H", "H", "Cl", "C", "Cl", "Cl", "C", "N"], "positions_angstrom": [[1.9962, -0.4141, -2.5767], [3.9212, -3.0669, 0.6029], [3.3538, -2.1248, -0.1398], [4.0030, -2.0900, -1.8265], [2.4190, -1.3866, 0.3936], [1.9180, -0.2937, -0.2384], [0.8211, 0.2673, 0.2407], [0.0874, -0.2108, 1.4094], [-1.3117, -0.2819, 1.3545], [-2.0208, -0.8109, 2.4142], [-1.3541, -1.2468, 3.5527], [0.0277, -1.1441, 3.6307], [0.7483, -0.6437, 2.5633], [0.3377, 1.4714, -0.4867], [-0.3757, 2.4700, 0.1789], [-0.7533, 3.6157, -0.5083], [-0.4412, 3.7252, -1.8568], [0.2523, 2.6897, -2.4646], [0.6547, 1.5941, -1.8045], [4.6228, -3.6776, 0.2100], [3.6785, -3.1487, 1.5788], [-1.8205, 0.0450, 0.4574], [-3.0962, -0.8940, 2.3528], [-1.9122, -1.6601, 4.3785], [0.5407, -1.4712, 4.5213], [1.8180, -0.5436, 2.6219], [-0.6038, 2.3602, 1.2280], [-1.2727, 4.4147, -0.0004], [-0.7138, 4.5998, -2.4241], [0.5125, 2.7440, -3.5209], [-3.8300, -2.1168, -1.7043], [-3.0714, -0.7945, -2.6416], [-3.3719, 0.8006, -1.8688], [-3.6084, -0.7766, -4.3550], [-1.6531, -0.9602, -2.6409], [-0.5028, -1.0411, -2.6318]], "forces_ev_per_a": [[0.196, -0.207, -0.413], [-0.002, -0.143, 0.172], [0.449, 0.299, -1.130], [-0.821, 0.693, 0.441], [-0.296, -0.230, 1.061], [-0.421, -0.009, -0.447], [0.726, -0.250, -0.099], [-0.078, -0.121, 0.288], [0.306, -0.018, -0.132], [-0.132, -0.072, 0.020], [0.035, 0.075, -0.128], [-0.069, -0.017, -0.023], [-0.012, 0.193, -0.055], [-0.181, 0.479, -0.151], [0.219, -0.292, -0.157], [0.164, -0.147, -0.300], [0.041, -0.179, 0.108], [0.107, 0.001, -0.021], [0.054, -0.026, 0.558], [-0.138, 0.109, 0.113], [-0.032, -0.047, -0.033], [-0.146, 0.036, 0.015], [-0.053, 0.021, 0.011], [-0.054, -0.024, 0.071], [0.067, 0.014, 0.086], [0.102, -0.092, 0.068], [0.022, -0.055, 0.040], [-0.047, 0.027, 0.049], [-0.034, 0.059, -0.100], [-0.050, 0.036, 0.155], [0.426, 0.632, -0.495], [-1.961, 0.145, -0.134], [0.042, -0.469, -0.236], [0.224, -0.073, 0.834], [2.201, -0.328, 0.052], [-0.853, -0.022, -0.086]], "lowdin_spin": [1.02, 0.00, 0.00, -0.01, 0.00, 0.00, 0.00, 0.00, 0.00, 0.00, 0.00, 0.00, 0.00, 0.00, 0.00, 0.00, 0.00, 0.00, 0.00, 0.00, 0.00, 0.00, 0.00, 0.00, 0.00, 0.00, 0.00, 0.00, 0.00, 0.00, 0.00, 0.00, 0.00, 0.00, 0.00, 0.00]}



{"formula": "H14O7", "method": "the ωB97M-V functional and the def2-TZVPD basis", "gap_ev": 11.04, "mol_weight_g_mol": 126.1, "smiles": "O.O.O.O.O.O.O", "e_tot_ev": -14558.4774, "relative_energy_kcal_mol": 68.8, "homo_ev": -11.2148, "species": ["H", "H", "H", "H", "H", "H", "H", "H", "H", "H", "H", "H", "H", "H", "O", "O", "O", "O", "O", "O", "O"], "positions_angstrom": [[1.6683, -0.1617, -0.9219], [0.5237, 0.6231, -0.1601], [-2.8042, 1.0520, -0.2276], [-4.3120, 0.6617, -0.2778], [-1.4918, -2.2802, 0.3165], [-0.1940, -2.0281, 1.1019], [1.7584, 3.3658, 0.2397], [2.9697, 4.2157, -0.2806], [5.5670, -2.7350, 0.0091], [6.1132, -1.3157, -0.1511], [-2.4370, -0.0436, -1.9711], [-2.0250, -1.3042, -2.3883], [-2.5987, -0.3685, 2.8803], [-1.8765, -0.6540, 1.6204], [1.3571, 0.6859, -0.5051], [-3.6556, 1.3842, -0.2085], [-0.7480, -2.6842, 0.6482], [2.1683, 4.2580, 0.2009], [5.2811, -1.7875, -0.0289], [-2.8085, -0.8967, -1.9694], [-2.4555, 0.0129, 2.0735]], "forces_ev_per_a": [[-0.879, 1.256, 0.864], [-3.232, -0.744, 1.184], [2.239, -1.367, 0.273], [1.026, 0.425, 0.097], [-2.694, 1.571, -1.278], [-0.344, -0.306, -0.312], [0.795, 0.825, -0.287], [1.089, -0.450, -0.747], [-0.471, 1.223, -0.034], [-0.117, 0.065, 0.015], [-0.112, 2.453, 0.239], [-0.780, -0.751, 0.103], [-0.720, -1.428, 3.468], [-0.896, 0.965, 0.665], [4.103, -0.453, -1.993], [-3.399, 1.159, -0.357], [3.047, -1.250, 1.468], [-1.862, -0.440, 1.004], [0.559, -1.287, 0.009], [0.957, -1.790, -0.412], [1.689, 0.324, -3.968]], "nbo_charge": [0.49, 0.46, 0.45, 0.48, 0.47, 0.47, 0.48, 0.47, 0.47, 0.47, 0.46, 0.46, 0.47, 0.45, -0.95, -0.93, -0.93, -0.95, -0.94, -0.93, -0.92]}